The following is a DFT calculation (wB97M-V/def2-TZVPD) of a structure of composition C31H25N10O8PS2Tb.

Geometry as XYZ:
```
78
Properties=species:S:1:pos:R:3:forces:R:3:mulliken_charge:R:1
Tb -1.304746 0.078517 -0.202654 -0.868 1.333 0.446 0.008
S -2.707171 2.218760 1.224487 0.045 0.071 0.020 -0.381
C -1.163983 2.527103 1.927771 0.130 0.047 0.036 0.353
C -0.908121 3.510885 2.909351 -0.021 -0.006 -0.007 -1.020
C 0.373074 3.688454 3.375448 -0.063 0.017 -0.003 -0.200
C 1.414605 2.900670 2.873345 -0.005 0.127 0.126 -1.440
C 1.092378 1.958087 1.930212 -0.101 -0.217 -0.165 -0.199
N -0.151136 1.761560 1.478457 -0.104 -0.068 -0.053 0.732
H -1.736086 4.109285 3.267840 0.057 -0.009 -0.004 0.458
H 0.578241 4.444906 4.125180 -0.021 -0.021 -0.014 0.391
H 2.435693 3.020489 3.207453 -0.016 0.011 -0.001 0.495
H 1.851782 1.318785 1.491195 -0.035 -0.001 -0.027 0.657
O -3.322803 -3.057473 0.722771 0.026 0.076 0.096 -0.809
C -2.467366 -2.336232 1.229294 -0.049 0.209 0.105 0.430
O -2.505609 -1.038364 1.261072 -0.629 -1.068 0.138 -0.384
C -1.200464 -2.923742 1.844593 0.111 0.229 -0.123 -0.809
P 0.091957 -1.591131 1.763319 0.277 -0.487 0.415 1.867
C 0.143698 -1.037690 3.515504 -0.123 0.143 0.025 0.330
C -0.860068 -0.147941 3.919196 0.068 -0.056 0.034 -0.585
C -0.893571 0.334687 5.220501 0.009 -0.009 -0.051 -0.709
C 0.075973 -0.057326 6.134586 0.039 -0.040 -0.007 -0.584
C 1.071362 -0.944385 5.744010 -0.026 0.044 -0.014 -0.695
C 1.105859 -1.432848 4.442683 -0.024 -0.010 0.023 -0.374
C 1.687618 -2.461564 1.565993 0.084 0.021 0.063 0.320
C 2.844704 -1.689881 1.720094 -0.006 -0.038 -0.045 -0.387
C 4.102745 -2.243863 1.542860 -0.044 0.038 0.013 -0.832
C 4.229361 -3.581822 1.194243 -0.014 -0.015 -0.058 -0.531
C 3.093333 -4.355334 1.026305 -0.055 0.051 -0.096 -0.576
C 1.831027 -3.800031 1.207671 0.007 0.001 0.066 -0.474
H -0.925819 -3.808566 1.283537 0.032 -0.104 -0.048 0.207
H -1.391912 -3.206381 2.876938 -0.019 -0.047 0.108 0.598
H -1.619759 0.166135 3.211434 0.012 -0.018 0.040 0.444
H -1.674033 1.030094 5.511406 0.056 -0.052 -0.028 0.422
H 0.057969 0.328276 7.148483 0.003 -0.026 -0.060 0.382
H 1.830556 -1.254747 6.453093 -0.027 0.001 -0.025 0.402
H 1.890425 -2.122010 4.151596 -0.040 0.036 0.022 0.381
H 2.754527 -0.642829 1.990735 0.015 -0.040 -0.019 0.333
H 4.985770 -1.627059 1.662140 -0.037 -0.009 -0.003 0.406
H 5.207119 -4.012564 1.021181 -0.003 0.011 0.027 0.345
H 3.183926 -5.389594 0.719595 -0.011 0.009 0.023 0.372
H 0.961837 -4.429659 1.068788 0.028 0.028 -0.017 0.209
C -4.949779 -3.142194 -3.331918 0.035 0.036 0.011 -1.166
C -4.955262 -1.658282 -3.352574 0.188 -0.097 0.222 0.867
N -5.658881 -0.905305 -4.125869 0.081 0.460 0.104 -0.867
N -5.290429 0.371124 -3.744878 -0.318 0.140 -0.357 0.212
C -4.377934 0.435897 -2.757900 -0.081 -0.131 -0.109 0.113
S -3.692843 1.737707 -1.998197 -0.219 -0.049 -0.027 -0.311
N -4.168092 -0.893956 -2.515691 0.173 -0.376 0.187 0.071
N -3.270756 -1.349760 -1.565506 0.085 0.125 0.018 -0.100
H -5.710280 -3.508052 -4.017153 0.010 0.016 0.008 0.365
H -5.151106 -3.515920 -2.326568 0.000 0.014 -0.019 0.286
H -3.976272 -3.530011 -3.640389 -0.031 0.018 0.012 0.280
H -5.693949 1.169881 -4.194445 -0.052 0.045 -0.048 0.165
H -2.596915 -1.973024 -1.985876 0.205 -0.132 -0.163 0.125
H -3.732504 -1.847052 -0.806286 -0.152 -0.094 0.213 0.201
O -0.760164 0.812505 -2.368851 0.341 0.204 -0.271 -0.563
C 0.344244 1.185708 -1.898665 0.586 0.005 -0.168 0.546
O 0.835641 0.717971 -0.836547 0.406 0.228 -0.473 -0.383
C 1.107312 2.286001 -2.584538 -0.079 -0.128 0.006 0.318
C 1.780536 3.223288 -1.816561 0.074 -0.063 0.199 -0.539
C 2.469499 4.230734 -2.459031 0.135 0.156 0.129 0.015
C 2.534291 4.328477 -3.832060 0.134 0.166 -0.079 -0.535
C 1.856656 3.376061 -4.559581 -0.052 0.047 -0.265 -0.106
C 1.132782 2.361831 -3.965903 -0.207 -0.031 -0.155 -0.513
N 1.904843 3.457132 -6.041977 0.193 -0.196 0.109 1.049
O 1.244842 2.656218 -6.668314 -0.069 0.051 0.052 -0.613
O 2.627797 4.298185 -6.537645 -0.082 0.075 0.080 -0.624
N 3.186051 5.247561 -1.647062 -0.111 -0.056 -0.139 1.057
O 3.089714 5.170629 -0.442722 0.007 -0.041 0.037 -0.612
O 3.819639 6.096766 -2.242667 -0.021 -0.051 -0.013 -0.637
H 1.769424 3.163343 -0.735646 -0.019 -0.015 -0.042 0.641
H 3.091768 5.114357 -4.313522 0.020 0.036 -0.025 0.605
H 0.587663 1.649742 -4.569616 0.009 -0.005 0.032 0.617
N -0.542836 -1.965917 -1.165828 0.369 -0.352 -0.037 -0.257
C 0.305353 -2.500712 -1.782971 0.193 -0.415 -0.112 0.669
N 1.043631 -3.166826 -2.565885 0.021 -0.066 -0.305 -0.834
C 2.316655 -3.492411 -2.617509 -0.051 0.180 0.397 0.539
N 3.416769 -3.845391 -2.745327 -0.384 0.134 0.030 -0.637
```
Forces are in eV/Å.

Results
charge	-1
⟨S²⟩	12.612
spin multiplicity	7
energy	-4308.0621	a.u.
F_max	1.65	eV/A
HOMO energy (spin up / spin down)	-5.1 / -5.1	eV
orbital gap (spin up / spin down)	6.04 / 6.05	eV
energy relative to the best compared isomer or geometry (same formula, charge and spin)	2.494	eV

The following is a DFT calculation (wB97M-V/def2-TZVPD) of a structure of composition C31H25N4O6Ti.

Geometry as XYZ:
```
67
Properties=species:S:1:pos:R:3:forces:R:3:mulliken_charge:R:1
Ti -0.122476 -0.230970 -0.625796 0.503 -0.445 -0.128 -0.917
C 3.665929 -1.254702 0.913367 0.022 -0.021 -0.015 -1.403
C 3.052426 -2.444089 0.228279 0.034 0.020 0.016 1.262
C 3.414221 -3.730292 0.604816 0.002 0.000 -0.009 -1.112
C 2.902505 -4.835703 -0.058037 -0.008 0.011 0.003 -0.854
C 2.034337 -4.656455 -1.119414 0.006 -0.014 -0.016 -1.037
C 1.646473 -3.381495 -1.523054 -0.068 -0.064 -0.038 1.267
C 0.714197 -3.209962 -2.690491 0.001 -0.034 0.001 -1.549
C 2.146020 -2.284057 -0.825084 -0.039 0.056 0.028 -0.359
N 1.699381 -0.968351 -1.177727 0.007 0.143 0.074 1.538
C 2.564302 -0.195082 -1.878074 0.006 0.011 0.046 -0.215
O 3.676006 -0.483839 -2.285905 -0.001 -0.009 -0.003 -0.705
C 2.015799 1.193075 -2.107343 -0.061 -0.043 0.000 0.482
C 2.728201 2.220389 -2.699883 0.012 0.022 -0.025 -0.660
C 2.130916 3.468519 -2.789100 0.006 0.004 -0.007 -0.488
C 0.851254 3.663380 -2.282961 0.025 0.030 0.006 -1.046
C 0.209713 2.581869 -1.714888 0.059 -0.031 0.133 1.055
N 0.784951 1.385682 -1.653243 0.067 0.199 -0.054 0.673
C -1.166712 2.659149 -1.135190 -0.203 -0.185 -0.366 -0.515
O -1.809532 3.681945 -1.132161 0.123 0.113 0.227 -0.600
N -1.639452 1.442590 -0.627247 -0.050 0.303 0.040 0.671
C -2.965874 1.185826 -0.705037 0.107 0.028 -0.044 0.164
C -3.735968 1.513985 -1.873895 -0.026 0.072 -0.025 1.287
C -3.109568 2.075016 -3.116968 -0.081 -0.021 -0.054 -1.615
C -5.074308 1.190324 -1.883913 0.023 0.018 -0.004 -0.864
C -5.679176 0.571212 -0.793423 0.013 -0.005 0.022 -0.737
C -4.932915 0.230008 0.327724 -0.014 -0.005 0.017 -0.995
C -3.582768 0.499258 0.387041 -0.014 -0.095 0.089 1.196
C -2.797428 0.130363 1.607894 -0.068 -0.008 -0.021 -1.300
H 4.159335 -1.554821 1.837582 -0.005 0.002 -0.001 0.421
H 2.927905 -0.487475 1.144215 -0.030 0.021 0.004 0.136
H 4.411198 -0.790759 0.262898 -0.004 -0.003 0.000 0.305
H 4.112334 -3.863012 1.423290 -0.003 0.002 -0.002 0.406
H 3.191059 -5.833880 0.246369 0.002 0.002 -0.002 0.416
H 1.649647 -5.515402 -1.656991 0.003 0.003 0.003 0.444
H 0.769995 -4.079836 -3.344443 -0.002 -0.009 0.000 0.542
H 0.961424 -2.322257 -3.271350 0.003 -0.006 -0.005 0.217
H -0.319381 -3.095127 -2.358049 0.049 -0.010 -0.013 0.209
H 3.725928 2.016663 -3.061921 0.001 0.004 0.004 0.572
H 2.664495 4.294375 -3.240678 -0.002 -0.001 0.001 0.445
H 0.353550 4.621964 -2.306145 0.001 -0.001 -0.005 0.571
H -2.130183 1.627228 -3.291096 0.017 0.009 -0.012 0.220
H -2.994868 3.157161 -3.055494 -0.010 -0.057 -0.012 0.338
H -3.737535 1.846462 -3.976117 -0.007 -0.034 -0.002 0.513
H -5.658538 1.403422 -2.769968 0.002 -0.005 0.001 0.447
H -6.735865 0.339422 -0.827157 0.002 -0.001 0.001 0.397
H -5.411920 -0.253379 1.169391 -0.004 0.002 -0.002 0.456
H -3.466346 -0.039705 2.449733 -0.015 0.004 0.007 0.542
H -2.090386 0.913783 1.880628 -0.018 0.001 -0.005 0.201
H -2.240029 -0.793736 1.435911 -0.076 0.053 0.012 0.249
O -1.418719 -1.386243 -1.162877 -0.119 -0.054 0.028 -0.479
O -1.012153 -0.518054 -2.204275 -0.222 0.033 -0.210 -0.310
O -0.032107 -1.347482 1.207003 0.056 -0.015 0.090 -0.838
C 0.346550 -0.328128 1.830744 0.083 -0.039 0.093 0.325
N 0.629427 0.776724 1.129414 -0.198 0.090 0.169 0.801
C 0.815871 1.840680 2.012551 0.105 -0.041 -0.028 -0.039
O 0.991287 2.991511 1.707039 -0.013 0.014 -0.008 -0.671
C 0.736863 1.264976 3.408284 0.014 0.020 -0.006 0.079
C 0.877942 1.858920 4.641826 0.007 0.003 0.015 -0.591
C 0.732243 1.042356 5.763043 0.000 -0.001 -0.002 -0.506
C 0.451868 -0.315115 5.639092 -0.003 0.002 0.001 -0.635
C 0.302614 -0.907280 4.386621 0.008 -0.004 0.008 -0.700
C 0.454242 -0.088168 3.288821 -0.003 -0.037 -0.014 0.974
H 1.092909 2.915442 4.731158 -0.003 -0.002 0.001 0.514
H 0.837731 1.470099 6.751550 0.003 0.000 -0.001 0.416
H 0.347509 -0.917773 6.531711 0.000 0.002 -0.003 0.437
H 0.083650 -1.961149 4.277394 -0.003 0.003 0.001 0.544
```
Forces are in eV/Å.

Results
charge	0
⟨S²⟩	0.784
spin multiplicity	2
energy	-2716.3724	a.u.
F_max	0.68	eV/A
HOMO energy (spin up / spin down)	-8.4 / -8.4	eV
orbital gap (spin up / spin down)	7.81 / 5.41	eV
energy relative to the best compared isomer or geometry (same formula, charge and spin)	0.032	eV

The following is a DFT calculation (wB97M-V/def2-TZVPD) of a structure of composition C31H25N8O3SSe2W.

Geometry as XYZ:
```
71
Properties=species:S:1:pos:R:3:forces:R:3:mulliken_charge:R:1
W -0.639365 0.062482 -0.405880 -1.548 -0.480 0.132 0.669
O 4.249926 -2.554031 -0.563511 0.436 0.101 -0.466 -0.585
C 3.651553 -2.965831 0.538903 -0.687 0.001 0.466 0.369
C 4.295207 -3.950283 1.299128 0.050 0.126 -0.153 -0.757
C 3.738458 -4.428987 2.459691 -0.104 0.233 -0.174 -0.455
C 2.502117 -3.944015 2.912853 -0.116 0.022 0.064 -1.080
C 1.825410 -3.017975 2.169753 0.037 -0.019 -0.051 -0.395
C 2.370408 -2.507093 0.967322 -0.126 -0.280 0.129 0.256
C 1.612480 -1.561171 0.209988 1.634 0.656 -1.235 0.823
O 0.322120 -1.366069 0.429159 0.148 -0.419 0.404 -0.113
N 2.189739 -0.858454 -0.753446 0.178 -0.673 0.727 -1.465
N 1.369267 0.047079 -1.325883 0.199 0.266 -0.523 0.879
C 1.893971 0.865518 -2.191602 -0.785 -0.705 0.803 -0.634
C 1.058181 1.917739 -2.701546 -0.642 0.505 -0.151 0.504
C 1.431688 2.687292 -3.806080 -0.141 -0.351 0.427 -1.087
C 0.577312 3.677229 -4.259449 -0.257 0.041 0.205 -0.536
C -0.608541 3.883786 -3.568082 0.306 -0.115 -0.118 -1.021
C -0.916604 3.064841 -2.494584 -0.147 -0.309 0.334 0.018
N -0.122200 2.083106 -2.045258 0.456 0.145 -0.382 0.465
H 3.791372 -1.803065 -0.982022 -0.080 -0.123 0.248 0.479
H 5.249829 -4.300160 0.942345 0.136 -0.077 -0.023 0.519
H 4.259858 -5.178889 3.033458 0.084 -0.065 0.045 0.442
H 2.099295 -4.301091 3.846903 -0.082 -0.044 0.057 0.482
H 0.869194 -2.634492 2.499485 -0.082 -0.032 0.054 0.382
H 2.936429 0.775733 -2.477004 -0.034 -0.179 0.088 0.612
H 2.362938 2.480223 -4.307018 0.175 -0.007 -0.031 0.550
H 0.817070 4.269695 -5.129626 0.076 0.042 -0.033 0.482
H -1.300173 4.653673 -3.870798 -0.095 0.049 0.012 0.504
H -1.870901 3.188642 -1.996568 0.058 -0.024 -0.037 0.497
N -2.812964 -3.521392 2.144757 -0.401 -0.892 0.113 -0.364
C -2.362413 -2.345465 1.763732 0.098 1.123 -1.884 0.788
S -2.645155 -1.921550 -0.061938 0.900 0.877 0.814 -0.148
N -1.804411 -1.485211 2.486383 0.268 0.056 0.717 -1.268
N -1.253776 -0.315208 2.005783 0.186 -0.072 0.348 0.750
C -0.744805 0.345229 3.013958 -0.551 -0.623 -0.708 -0.427
C 0.103303 1.477672 2.948914 0.705 0.802 -0.678 0.929
C 0.482665 2.120409 4.142957 -0.166 -0.280 -0.465 -0.997
C 1.390177 3.155813 4.129516 0.138 0.162 -0.173 -0.879
C 1.965526 3.545398 2.922806 -0.168 -0.116 0.182 -0.855
C 1.623668 2.921185 1.731019 -0.281 -0.380 -0.639 -0.579
C 0.681066 1.897297 1.721880 0.068 0.373 1.724 0.283
O 0.292882 1.289588 0.576641 0.201 0.627 -0.124 1.332
H -3.322142 -4.129426 1.519657 0.085 0.106 0.116 0.225
H -2.724148 -3.800860 3.112404 -0.001 0.022 -0.018 0.256
H -0.941416 -0.069066 4.000659 -0.086 0.029 -0.106 0.533
H 0.052706 1.783770 5.073302 -0.079 -0.053 0.130 0.524
H 1.660945 3.656262 5.047287 0.031 -0.004 0.031 0.476
H 2.689437 4.345563 2.910232 0.082 0.050 -0.034 0.500
H 2.087972 3.217992 0.800373 0.019 0.059 -0.037 0.555
Se -2.223896 0.104341 -2.549257 0.546 -0.367 0.311 0.141
Se -4.383476 -0.615083 0.219864 -0.498 0.043 -0.041 0.265
C -3.685030 1.155095 0.430071 0.439 -0.349 -0.148 0.475
C -4.661283 2.100392 0.750296 0.225 -0.380 -0.121 -0.884
C -4.315684 3.430072 0.845877 0.446 -0.026 0.006 -0.570
C -2.974147 3.771006 0.664179 -0.202 -0.215 -0.008 -1.022
C -2.062968 2.782870 0.381274 0.335 0.000 0.017 -0.750
N -2.385010 1.464340 0.228899 -0.091 0.325 -0.307 0.446
C -1.214505 -1.437488 -3.040823 -0.037 0.065 0.229 0.424
C -1.288422 -2.115887 -4.247189 -0.040 0.191 0.317 -0.910
C -0.479263 -3.228906 -4.411772 0.041 0.055 0.202 -0.274
C 0.316598 -3.646821 -3.347709 -0.191 0.147 -0.089 -0.952
C 0.311894 -2.918878 -2.176423 0.213 0.171 0.576 -0.302
N -0.415036 -1.794910 -2.013372 -0.790 0.393 -1.043 0.278
H -5.676689 1.764295 0.902799 -0.119 0.051 0.036 0.490
H -5.048019 4.187122 1.073557 -0.164 0.055 0.023 0.491
H -2.638341 4.794528 0.731941 0.034 0.039 0.065 0.556
H -1.017417 3.049595 0.255343 -0.320 -0.143 -0.008 0.652
H -1.970609 -1.770972 -5.011143 0.052 -0.029 -0.085 0.519
H -0.472646 -3.768054 -5.346972 -0.042 -0.074 -0.063 0.477
H 0.933311 -4.528283 -3.425420 0.058 -0.041 0.032 0.512
H 0.915486 -3.231804 -1.334970 0.012 -0.059 -0.029 0.501
```
Forces are in eV/Å.

Results
charge	+3
spin multiplicity	1
energy	-7127.3086	a.u.
F_max	2.20	eV/A
HOMO energy	-15.5	eV
orbital gap	5.03	eV